This record from OMol25 describes 3 unconnected molecules or ions with the total composition C28H36N4O4 in a non-equilibrium geometry. The level of theory is the ωB97M-V functional and the def2-TZVPD basis.

Summary:
net charge = 0
ΔE to the lowest compared entry with this formula, charge and spin = 142.9 kcal/mol
Kohn-Sham gap = 8.4 eV

Structure (XYZ):
```
72
Properties=species:S:1:pos:R:3:forces:R:3:lowdin_charge:R:1
C 9.193880 -0.291245 0.137769 -0.73 -0.12 -0.23 -0.130
C 7.731788 0.202760 -0.175468 -0.05 -0.42 -0.20 -0.227
C 6.969620 -0.846990 -1.098192 1.59 0.32 0.73 -0.233
O 5.564126 -0.804708 -0.854297 0.06 -0.28 -1.40 -0.180
C 4.864871 -0.236341 -1.978725 -0.45 1.24 0.93 -0.168
C 3.339477 -0.110941 -1.646876 -0.87 -0.29 0.35 -0.125
C 2.755703 -0.907946 -0.554619 -1.36 1.99 -1.71 0.061
C 1.324315 -0.746707 -0.229251 1.00 0.58 -0.92 -0.128
C 0.709586 -1.567745 0.933870 0.56 -0.28 -0.17 -0.147
C -0.479894 -2.524025 0.540024 0.00 0.11 0.56 -0.206
C -0.309843 -3.298342 -0.813104 -0.35 -0.73 0.05 -0.181
C -1.667764 -3.613093 -1.578838 0.04 -0.91 -0.10 -0.267
N -2.878951 -3.478640 -0.751641 0.43 0.56 -0.13 -0.018
C 0.567698 0.210943 -1.009823 1.03 -0.08 -0.74 -0.007
C 1.149010 0.982575 -2.122218 0.93 -1.77 1.18 -0.031
C 2.548060 0.824393 -2.446657 -1.36 -0.77 1.25 0.037
C 0.023016 1.860202 -2.741029 0.81 -1.22 1.53 -0.358
O -0.024994 2.447276 -3.785079 0.26 0.14 0.53 0.130
N -1.026776 1.774148 -1.780306 -0.20 0.52 0.43 0.006
C -1.448788 3.016142 -1.076327 -1.32 0.25 -0.35 -0.092
C -0.929548 3.162157 0.390145 0.60 1.27 0.67 -0.212
O -1.874171 2.691717 1.385039 0.45 -0.15 -0.64 -0.098
C -0.919366 0.642203 -0.898109 1.56 -0.01 -0.96 -0.349
O -1.853186 0.208836 -0.287967 0.60 0.14 0.13 0.146
H 9.756217 -0.488398 -0.818093 -0.37 0.32 1.02 0.078
H 9.101953 -1.267565 0.691450 0.29 0.95 -0.46 0.075
H 9.717385 0.459269 0.781787 -0.26 -0.74 -0.66 0.071
H 7.736939 1.214978 -0.662513 -0.01 -0.86 0.50 0.106
H 7.171178 0.272320 0.795083 0.39 0.00 -0.94 0.112
H 7.409992 -1.853134 -0.833977 -0.88 0.75 -0.20 0.123
H 7.248215 -0.673915 -2.176441 -0.51 -0.08 0.90 0.125
H 5.065971 -0.776401 -2.938203 -0.25 0.20 0.79 0.135
H 5.257607 0.821360 -2.066342 -0.44 -0.93 -0.35 0.137
H 3.416345 -1.597329 0.012296 -0.68 0.63 -0.47 0.117
H 0.376612 -0.869972 1.742307 0.14 -0.49 -0.66 0.120
H 1.538584 -2.186952 1.383494 -0.69 0.67 -0.51 0.112
H -1.429642 -1.941187 0.630683 0.81 -0.62 -0.59 0.083
H -0.538967 -3.306137 1.352480 0.02 0.84 -0.71 0.112
H 0.139798 -4.302591 -0.559215 -0.25 1.04 -0.29 0.104
H 0.385121 -2.831113 -1.552861 -0.46 -0.09 0.77 0.100
H -1.763218 -2.994293 -2.506755 0.00 -0.30 0.96 0.110
H -1.609918 -4.687023 -1.925530 0.22 1.03 0.00 0.100
H -3.038321 -4.276651 -0.143550 -0.14 0.19 -0.42 0.069
H -3.701973 -3.228330 -1.291820 0.25 -0.42 0.21 0.049
H 2.969070 1.439730 -3.274800 -0.16 -0.72 0.80 0.126
H -2.573344 3.031425 -1.073809 1.01 0.12 0.25 0.138
H -1.131962 3.878117 -1.724628 -0.12 -0.81 0.77 0.136
H -0.795799 4.264363 0.614142 -0.03 -0.94 -0.58 0.112
H 0.098320 2.715964 0.541598 -1.06 0.12 -0.33 0.133
H -1.452912 2.695859 2.261033 -0.04 0.04 -0.59 0.085
N -6.240144 -4.631270 -1.269975 -0.07 -0.18 0.35 0.053
C -6.209760 -3.974239 -0.105722 0.01 0.01 -0.34 -0.170
C -6.499133 -4.558181 1.117499 -0.01 -0.07 0.00 -0.073
C -6.844336 -5.900000 1.137406 -0.02 -0.06 0.10 -0.084
C -6.884771 -6.602060 -0.056873 0.01 0.05 0.05 -0.078
C -6.574061 -5.924962 -1.225576 0.10 0.27 -0.18 -0.155
H -5.937382 -2.926160 -0.173313 -0.01 -0.01 0.10 0.103
H -6.455629 -3.977495 2.029556 0.01 0.01 -0.05 0.102
H -7.079041 -6.393467 2.073283 0.01 0.02 -0.03 0.104
H -7.150511 -7.650807 -0.081014 0.01 0.03 -0.03 0.100
H -6.588276 -6.432300 -2.184501 -0.02 -0.05 0.05 0.102
N -1.058719 6.549620 4.441547 -0.17 0.06 -0.33 0.053
C -1.676974 5.603390 3.727782 0.19 0.16 0.22 -0.156
C -2.361765 5.849175 2.548126 -0.06 0.03 -0.07 -0.083
C -2.413777 7.153058 2.081097 -0.03 0.06 -0.07 -0.078
C -1.782390 8.152291 2.804479 -0.02 -0.07 -0.04 -0.076
C -1.121046 7.798924 3.970405 0.10 -0.23 0.23 -0.157
H -1.611467 4.599707 4.135936 -0.05 -0.01 -0.03 0.100
H -2.841058 5.041208 2.009841 0.03 -0.03 0.06 0.094
H -2.940249 7.387649 1.163312 0.01 -0.01 0.03 0.106
H -1.801693 9.181866 2.471697 0.02 -0.02 0.03 0.100
H -0.608936 8.545030 4.568870 -0.03 0.04 -0.05 0.102
```
Positions in Å, forces in eV/Å.